A structure of composition C5H11NO2 in a non-equilibrium geometry. Source: OMol25; level of theory: ωB97M-V/def2-TZVPD.

Structure (XYZ):
```
19
Properties=species:S:1:pos:R:3:forces:R:3:lowdin_charge:R:1
C 0.7827 -0.1577 -0.4006 0.8 -1.5 -1.8 -0.58
C 1.8530 -0.3616 0.6692 -0.7 -0.1 0.3 -0.02
C 0.9226 1.1717 -1.1260 -0.6 0.1 0.4 -0.03
C -1.9219 0.6912 0.0950 0.0 -0.2 0.0 -0.06
N -0.8342 -0.1557 0.5837 0.3 -0.1 0.4 -0.05
C -1.0038 -1.6424 0.3385 -0.3 0.6 1.3 -0.29
O 0.4780 -1.1921 -1.1153 0.5 1.1 0.4 -0.11
O -0.6640 -2.4158 1.1924 -0.1 0.5 -0.7 0.08
H -0.6341 0.0002 1.5686 -0.2 -0.2 0.0 0.15
H -1.7051 -1.8354 -0.4797 0.3 -0.1 -0.1 0.14
H 1.5836 -1.2201 1.2898 0.1 0.1 0.0 0.08
H 0.8823 2.0211 -0.4401 0.0 0.0 0.0 0.08
H 2.0046 0.5296 1.2807 0.0 0.0 0.1 0.08
H 2.7870 -0.6067 0.1617 -0.1 0.1 -0.1 0.09
H 0.1541 1.2744 -1.8907 0.0 0.0 0.0 0.08
H 1.8976 1.1851 -1.6160 0.0 -0.1 0.1 0.09
H -2.0899 0.4646 -0.9568 0.0 0.0 0.0 0.09
H -1.6539 1.7429 0.1862 0.1 -0.1 0.0 0.09
H -2.8387 0.5066 0.6595 -0.1 0.0 -0.1 0.09
```
Positions in Å, forces in eV/Å.

Results
LUMO, eV: 0.703
Energy, hartree: -402.28909
Orbital gap, eV: 9.505
Total charge: 0
2S+1: 1
Energy relative to the best compared isomer or geometry (same formula, charge and spin), kJ/mol: 233.8
HOMO energy, Ha: -0.323